# 1
Formula: C2H13N2O2
Source: the Open Molecules 2025 dataset
Level of theory: wB97M-V/def2-TZVPD

Structure (XYZ):
```
19
Properties=species:S:1:pos:R:3
C 1.21 -0.90 1.27
N 0.20 -0.19 2.07
C 0.43 -1.33 -0.04
N -0.31 -0.09 -0.55
H 2.12 -0.28 1.28
H 1.55 -1.98 1.52
H 0.65 0.02 2.98
H -0.53 -0.87 2.22
H 1.08 -1.66 -0.88
H -0.26 -2.15 0.14
H -1.18 -0.26 -1.11
H 0.35 0.47 -1.09
H -0.64 0.26 0.38
H 2.52 2.26 -1.51
H 1.69 2.61 -2.68
O 1.61 2.16 -1.83
H -3.95 -0.02 -0.95
H -3.34 1.47 -0.63
O -3.20 0.47 -0.60
```

Results
total charge = +1
multiplicity = 1
LUMO = -2.792 eV
HOMO-LUMO gap = 11.44 eV

=====

# 2
Formula: C2H13N2O2
Source: the Open Molecules 2025 dataset
Level of theory: wB97M-V/def2-TZVPD

Structure (XYZ):
```
19
Properties=species:S:1:pos:R:3
C -0.49 -0.29 -2.40
N -1.79 -0.56 -1.73
C 0.54 0.10 -1.10
N 0.08 -0.63 0.13
H -0.51 0.44 -3.09
H -0.23 -1.07 -2.95
H -2.35 0.21 -1.97
H -2.12 -1.58 -1.51
H 0.56 1.20 -1.02
H 1.65 0.02 -1.28
H -1.07 -0.61 0.24
H 0.54 -1.52 0.18
H 0.45 -0.10 0.95
H 1.55 1.67 2.19
H 2.23 2.39 0.94
O 2.19 1.59 1.40
H -0.61 -1.18 3.26
H -0.90 0.37 3.33
O -0.64 -0.44 2.72
```

Results
total charge = +1
multiplicity = 1
LUMO = -3.142 eV
HOMO-LUMO gap = 10.36 eV

=====

# 3
Formula: C2H13N2O3
Source: the Open Molecules 2025 dataset
Level of theory: wB97M-V/def2-TZVPD

Structure (XYZ):
```
20
Properties=species:S:1:pos:R:3
C -0.15 -1.03 2.64
N 1.45 -1.33 -0.66
C 0.71 -0.90 0.33
N 0.51 -1.56 1.45
H 0.11 -1.68 3.48
H -1.23 -1.29 2.61
H 0.00 0.03 2.76
H 2.24 -1.94 -0.55
H 1.49 -0.84 -1.57
H -0.02 -0.11 0.09
H 0.69 -2.55 1.51
H 0.46 2.30 -0.39
H -0.83 2.49 0.45
O -0.44 1.98 -0.28
H 1.13 1.87 -2.59
H 1.84 0.48 -2.88
O 1.56 1.11 -2.22
H -3.53 0.27 -1.29
H -2.62 1.50 -1.72
O -3.37 1.22 -1.17
```

Results
total charge = +1
multiplicity = 1
LUMO = -3.546 eV
HOMO-LUMO gap = 10.38 eV

=====

# 4
Formula: C2H13N3Si3
Source: the Open Molecules 2025 dataset
Level of theory: wB97M-V/def2-TZVPD

Structure (XYZ):
```
21
Properties=species:S:1:pos:R:3
C -1.58 -1.05 -2.20
C -1.45 0.46 -1.85
N -2.23 -1.74 -1.21
N -0.53 0.71 -0.83
N 1.10 0.42 1.47
Si -0.59 0.38 0.88
Si 2.29 1.26 0.62
Si 1.27 -0.80 2.75
H -2.34 -0.98 -3.03
H -0.65 -1.34 -2.54
H -1.07 0.93 -2.74
H -2.51 0.97 -1.69
H -1.61 -2.35 -0.71
H 0.40 0.39 -1.13
H -1.65 0.93 1.72
H 3.22 2.14 1.45
H 1.52 2.36 -0.01
H 2.94 0.62 -0.61
H 2.64 -0.78 3.41
H 0.17 -0.43 3.79
H 0.64 -2.10 2.48
```

Results
total charge = 0
multiplicity = 1
LUMO (alpha / beta) = -0.170 / -0.419 eV
HOMO-LUMO gap (alpha / beta) = 8.80 / 6.33 eV

=====

Q: Which value of total charge does entry 2 give?
A: +1

=====

Q: multiplicity of number 1 (C2H13N2O2)?
A: 1

=====

Q: Among the records above, which one has the lowest total charge?
A: C2H13N3Si3